[1]
{
  "formula": "C3H12N2S",
  "method": "ωB97M-V/def2-TZVPD",
  "charge": 0,
  "largest_force_ha_per_bohr": 0.0863,
  "homo_ev": -9.18,
  "e_above_lowest_ev": 3.347,
  "lumo_energy_ev": -1.487,
  "e_tot_ha": -629.05651,
  "species": ["C", "C", "S", "N", "H", "H", "H", "H", "H", "H", "C", "N", "H", "H", "H", "H", "H", "H"],
  "coordinates": [[-1.89119, 1.47363, 0.49857], [-0.42594, 1.42005, 0.99120], [0.66740, 1.14424, -0.48497], [-2.31818, 0.26336, -0.23161], [-1.98742, 2.31433, -0.21455], [-2.61923, 1.68683, 1.26828], [-0.30002, 0.73787, 1.84900], [-0.26709, 2.44055, 1.36321], [-2.00623, -0.53171, 0.32631], [-1.70697, 0.21489, -1.03936], [2.07982, -2.52400, -0.55526], [0.87914, -2.40931, 0.28500], [2.27575, -1.59743, -1.09217], [2.90263, -2.75496, 0.12899], [2.06438, -3.25537, -1.35981], [0.53236, -1.44748, 0.15294], [1.95460, -0.13453, 0.60719], [0.18350, -3.14746, 0.15818]]
}

---

[2]
{
  "formula": "C3H12N3",
  "method": "ωB97M-V/def2-TZVPD",
  "charge": 0,
  "s_squared": 0.753,
  "largest_force_ha_per_bohr": 0.0489,
  "homo_ev": [-3.90, -8.63],
  "e_above_lowest_ev": 1.299,
  "lumo_energy_ev": [0.531, 0.513],
  "e_tot_ha": -285.63950,
  "multiplicity": 2,
  "species": ["C", "N", "C", "N", "H", "H", "H", "H", "H", "H", "H", "H", "H", "C", "N", "H", "H", "H"],
  "coordinates": [[-1.22734, -0.16023, -0.78403], [-1.69360, -0.42077, -2.16445], [-0.36759, 1.08438, -0.71216], [-0.03758, 1.36763, 0.72168], [-0.61802, -0.96771, -0.35886], [-2.08300, -0.05867, -0.11122], [-0.85063, -0.72091, -2.65283], [-2.22759, -1.28412, -2.10834], [-0.82619, 1.98043, -1.13819], [0.60477, 0.94595, -1.18839], [0.70526, 2.05524, 0.81474], [-0.85787, 1.72925, 1.20118], [0.34710, 0.42742, 1.23421], [2.11362, -1.22843, 1.12930], [1.04080, -0.73071, 1.77919], [2.35709, -0.86318, 0.13309], [2.76074, -2.01550, 1.52119], [0.86006, -1.14008, 2.68390]]
}

---

[3]
{
  "formula": "C3H12N3",
  "method": "ωB97M-V/def2-TZVPD",
  "charge": 1,
  "largest_force_ha_per_bohr": 0.0900,
  "homo_ev": -14.77,
  "e_above_lowest_ev": 3.761,
  "lumo_energy_ev": -2.913,
  "e_tot_ha": -285.42719,
  "species": ["C", "N", "C", "C", "N", "N", "H", "H", "H", "H", "H", "H", "H", "H", "H", "H", "H", "H"],
  "coordinates": [[1.54378, 0.97185, -0.08636], [0.30545, 0.16865, -0.00984], [0.17410, -0.40114, 1.34683], [0.33265, -0.91913, -1.01049], [-0.76362, 1.07611, -0.21216], [-2.21058, 0.18998, 0.09488], [2.40518, 0.32573, 0.07422], [1.63153, 1.45012, -1.06001], [1.52470, 1.74589, 0.68080], [-0.69810, -1.05140, 1.37751], [1.06427, -0.97013, 1.60401], [0.03869, 0.40722, 2.06180], [1.09229, -1.65249, -0.75108], [-0.64407, -1.40272, -1.02641], [0.55595, -0.51455, -1.99834], [-0.84209, 1.33358, -1.19262], [-2.83656, 0.48632, -0.64938], [-2.53380, 0.62382, 0.95521]]
}

---

[4]
{
  "formula": "C3H12N3O",
  "method": "ωB97M-V/def2-TZVPD",
  "charge": 0,
  "s_squared": 0.756,
  "largest_force_ha_per_bohr": 0.0733,
  "homo_ev": [-9.39, -9.36],
  "e_above_lowest_ev": 7.920,
  "lumo_energy_ev": [-1.401, -1.665],
  "e_tot_ha": -360.63751,
  "multiplicity": 2,
  "species": ["C", "C", "N", "C", "N", "N", "H", "H", "H", "H", "H", "H", "H", "H", "H", "H", "H", "H", "O"],
  "coordinates": [[-1.75516, -2.47148, -0.55406], [-1.35330, -2.33092, 0.70807], [0.62696, 0.89704, 2.24031], [0.51787, 1.79803, 1.11499], [-0.55420, 2.65568, 1.14890], [1.48556, 1.95276, 0.31548], [-1.87152, -1.62655, -1.29493], [-2.11768, -3.47965, -0.78330], [0.79048, 0.64409, -8.64457], [-1.28331, -1.42387, 1.28278], [-0.99854, -3.27705, 1.16949], [0.74916, 1.33664, 3.16422], [-0.38874, 3.50684, 0.65972], [-1.25627, 2.45938, 1.83906], [2.38032, 1.61133, 0.65013], [0.12843, 0.72182, -7.00492], [2.46223, -1.39767, 1.51313], [0.85297, -0.42799, 1.23757], [1.58472, -1.14842, 1.23792]]
}

---

[5]
{
  "formula": "C3H12N3O",
  "method": "ωB97M-V/def2-TZVPD",
  "charge": 1,
  "largest_force_ha_per_bohr": 0.0058,
  "homo_ev": -14.65,
  "e_above_lowest_ev": 0.238,
  "lumo_energy_ev": -2.866,
  "e_tot_ha": -360.82597,
  "species": ["N", "C", "N", "N", "H", "H", "H", "H", "H", "H", "C", "O", "C", "H", "H", "H", "H", "H", "H"],
  "coordinates": [[1.12090, -0.44913, -1.38605], [1.87942, 0.59295, -1.10621], [1.46759, 1.46205, -0.17928], [3.07312, 0.75729, -1.68111], [0.17671, -0.45755, -0.99348], [1.45437, -1.19036, -1.97723], [0.56499, 1.31824, 0.25561], [1.83864, 2.39719, -0.16102], [3.31931, 0.24412, -2.50946], [3.64434, 1.53904, -1.41018], [-1.55637, -1.06872, 0.95567], [-1.18918, 0.03319, 0.08870], [-2.61176, -0.65889, 1.95003], [-1.89626, -1.91143, 0.34792], [-0.63616, -1.35586, 1.46218], [-2.00260, 0.42534, -0.25539], [-3.53373, -0.37627, 1.44090], [-2.84233, -1.49098, 2.61405], [-2.27098, 0.18978, 2.54435]]
}

---

[6]
{
  "formula": "C3H12N3O",
  "method": "ωB97M-V/def2-TZVPD",
  "charge": 1,
  "largest_force_ha_per_bohr": 0.0086,
  "homo_ev": -13.40,
  "e_above_lowest_ev": 0.966,
  "lumo_energy_ev": -2.852,
  "e_tot_ha": -360.79922,
  "species": ["C", "N", "O", "H", "H", "H", "N", "C", "C", "N", "H", "H", "H", "H", "H", "H", "H", "H", "H"],
  "coordinates": [[-1.96945, -0.68993, 1.43773], [-3.14585, -0.21618, 1.04385], [-1.39560, -1.63713, 0.89362], [-1.54136, -0.18109, 2.31049], [-3.63894, -0.68796, 0.30083], [-3.62538, 0.48929, 1.57751], [0.99339, -1.46551, -0.28412], [1.64709, -0.12204, -0.14913], [0.89193, 0.88215, -1.01182], [1.58776, 2.16178, -0.95362], [-0.00401, -1.44499, 0.07994], [0.98993, -1.72822, -1.26906], [1.48967, -2.19502, 0.22598], [1.63499, 0.14402, 0.90645], [2.67972, -0.17795, -0.48413], [0.94226, 0.54348, -2.05097], [-0.16746, 0.90727, -0.72467], [1.29656, 2.74129, -1.73234], [1.33474, 2.67677, -0.11653]]
}

---

[7]
{
  "formula": "C3H12N3O",
  "method": "ωB97M-V/def2-TZVPD",
  "charge": 1,
  "largest_force_ha_per_bohr": 0.0177,
  "homo_ev": -12.61,
  "e_above_lowest_ev": 1.191,
  "lumo_energy_ev": -3.079,
  "e_tot_ha": -360.79097,
  "species": ["C", "N", "N", "N", "C", "H", "H", "H", "H", "H", "H", "H", "H", "O", "C", "H", "H", "H", "H"],
  "coordinates": [[-1.31294, -1.14555, 2.44910], [-0.64479, 0.00953, 2.47759], [-1.10725, -2.05146, 3.39852], [-2.18623, -1.38340, 1.46351], [-0.17502, -1.87338, 4.50716], [0.02353, 0.19445, 3.22970], [-0.80055, 0.70963, 1.74813], [-1.63606, -2.92560, 3.34612], [-2.70015, -2.26759, 1.43842], [-2.34004, -0.68153, 0.73534], [-0.20883, -2.77830, 5.13691], [-0.44986, -1.00317, 5.12668], [0.85759, -1.73524, 4.14488], [-2.54510, 3.31962, -1.81550], [-3.54705, 4.32000, -1.66125], [-2.10483, 3.46584, -2.67874], [-4.02803, 4.13641, -0.68578], [-4.31671, 4.26296, -2.44929], [-3.12180, 5.33773, -1.65783]]
}

---

[8]
{
  "formula": "C3H12N3S",
  "method": "ωB97M-V/def2-TZVPD",
  "charge": 0,
  "s_squared": 0.753,
  "largest_force_ha_per_bohr": 0.0127,
  "homo_ev": [-8.83, -8.82],
  "e_above_lowest_ev": 0.000,
  "lumo_energy_ev": [0.892, -1.825],
  "e_tot_ha": -683.88993,
  "multiplicity": 2,
  "species": ["N", "C", "N", "H", "H", "H", "H", "H", "H", "C", "C", "S", "N", "H", "H", "H", "H", "H", "H"],
  "coordinates": [[-1.33697, 2.96468, -0.90505], [-0.56081, 2.03568, -0.15942], [0.74212, 2.45047, 0.35097], [-2.03150, 3.51645, -0.44439], [-1.13816, 3.15513, -1.86647], [-1.14148, 1.70310, 0.70728], [-0.37667, 1.11306, -0.72656], [1.40089, 2.62449, -0.39591], [0.66287, 3.30199, 0.89493], [1.52174, -1.51702, 0.46512], [0.58618, -1.77740, -0.72356], [-1.11515, -1.31998, -0.42047], [1.13202, -2.13688, 1.73245], [1.55557, -0.44149, 0.64576], [2.54329, -1.84346, 0.25346], [0.60283, -2.83114, -1.00244], [0.94584, -1.23323, -1.59988], [1.11256, -3.14496, 1.61384], [0.16286, -1.89018, 1.91616]]
}

---

What is the charge in the sixth record?
+1

---

Please write out number 5 again, unchanged.
{
  "formula": "C3H12N3O",
  "method": "ωB97M-V/def2-TZVPD",
  "charge": 1,
  "largest_force_ha_per_bohr": 0.0058,
  "homo_ev": -14.65,
  "e_above_lowest_ev": 0.238,
  "lumo_energy_ev": -2.866,
  "e_tot_ha": -360.82597,
  "species": ["N", "C", "N", "N", "H", "H", "H", "H", "H", "H", "C", "O", "C", "H", "H", "H", "H", "H", "H"],
  "coordinates": [[1.12090, -0.44913, -1.38605], [1.87942, 0.59295, -1.10621], [1.46759, 1.46205, -0.17928], [3.07312, 0.75729, -1.68111], [0.17671, -0.45755, -0.99348], [1.45437, -1.19036, -1.97723], [0.56499, 1.31824, 0.25561], [1.83864, 2.39719, -0.16102], [3.31931, 0.24412, -2.50946], [3.64434, 1.53904, -1.41018], [-1.55637, -1.06872, 0.95567], [-1.18918, 0.03319, 0.08870], [-2.61176, -0.65889, 1.95003], [-1.89626, -1.91143, 0.34792], [-0.63616, -1.35586, 1.46218], [-2.00260, 0.42534, -0.25539], [-3.53373, -0.37627, 1.44090], [-2.84233, -1.49098, 2.61405], [-2.27098, 0.18978, 2.54435]]
}

---

Which formula does entry 3 have?
C3H12N3